1.
{"formula": "C6H10O", "method": "ωB97M-V/def2-TZVPD", "species": ["C", "C", "O", "C", "C", "C", "C", "H", "H", "H", "H", "H", "H", "H", "H", "H", "H"], "positions_angstrom": [[-1.46189, -1.23541, -0.67403], [-1.25922, 0.09983, 0.01529], [-0.79076, -0.04556, 1.37298], [0.32335, 0.80078, 1.11815], [1.54394, -0.04362, 0.77782], [1.20676, 0.28836, -0.78126], [-0.06395, 1.03452, -0.34846], [-0.52842, -1.80365, -0.73058], [-2.18266, -1.83493, -0.10644], [-1.85649, -1.09867, -1.68790], [-2.21316, 0.64657, 0.03610], [0.44113, 1.64457, 1.79924], [1.49155, -1.09143, 1.05039], [2.48850, 0.37359, 1.20069], [2.17313, 0.74229, -0.75617], [1.05901, -0.48935, -1.54418], [-0.37080, 2.01209, -0.74166]], "atomic_forces_ev_per_a": [[0.05, 0.00, 0.00], [-0.21, -0.05, -0.27], [-0.42, 0.02, 0.27], [-0.03, 0.19, 0.58], [-0.38, -0.39, -0.06], [0.50, -0.96, 1.34], [0.15, 0.03, 0.16], [-0.13, 0.08, 0.01], [0.10, 0.14, -0.07], [0.08, 0.02, 0.14], [0.18, 0.01, -0.15], [-0.08, -0.20, 0.29], [-0.32, -0.04, 0.38], [-0.46, -0.26, -0.84], [0.06, 1.60, -2.18], [0.54, 0.15, 0.44], [0.37, -0.33, -0.06]], "mulliken_charge": [-1.39, 0.17, -0.49, 0.20, -0.94, -0.74, -0.14, 0.32, 0.35, 0.32, 0.35, 0.39, 0.28, 0.34, 0.28, 0.33, 0.38], "smiles": "C[C@H]1O[C@H]2CC[C@H]21", "e_lumo_ev": 1.084, "homo_lumo_gap_ev": 10.32, "de_lowest_ev": 2.260, "largest_force_ev_per_a": 2.7}

2.
{"formula": "BrHNO3S", "method": "ωB97M-V/def2-TZVPD", "species": ["N", "O", "O", "O", "S", "Br", "H"], "positions_angstrom": [[-0.95368, -0.90675, 0.72322], [0.68246, -0.03732, -1.37789], [1.88324, 0.24422, 0.83064], [0.27678, 1.85267, 0.20155], [0.73697, 0.52984, -0.00486], [-2.04637, -0.14202, -0.45113], [-0.57940, -1.54063, 0.07848]], "atomic_forces_ev_per_a": [[2.84, 2.23, 1.38], [0.72, 1.03, 1.99], [0.02, -0.89, -0.36], [-1.34, 1.40, -0.24], [0.26, -3.11, -0.51], [-3.77, 1.18, -1.62], [1.27, -1.84, -0.63]], "mulliken_charge": [-0.62, -0.54, -0.57, -0.51, 1.05, -0.12, 0.31], "e_lumo_ev": [3.635, 3.635], "homo_lumo_gap_ev": [7.94, 7.94], "charge": -1, "de_lowest_ev": 1.612, "largest_force_ev_per_a": 4.3}

3.
{"formula": "C3H10N2O2", "method": "ωB97M-V/def2-TZVPD", "species": ["N", "C", "C", "C", "N", "O", "H", "H", "H", "H", "H", "H", "H", "H", "H", "H", "O"], "positions_angstrom": [[-0.73412, -1.10389, 1.64452], [-0.45127, 0.04889, 0.61187], [0.21944, 1.23997, 1.35468], [0.43809, -0.44890, -0.63945], [0.27222, -1.74615, -1.08115], [1.41168, 0.26062, -0.90241], [0.07503, -1.72972, 1.64785], [-1.00998, -0.68644, 2.50399], [-1.47114, 0.19586, 0.09380], [1.17444, 0.93593, 1.74956], [0.45743, 2.08558, 0.75199], [-0.22396, 1.55488, 2.34324], [1.11180, -2.17094, -1.44127], [-0.12436, -2.34446, -0.44908], [-0.66858, 1.40897, -2.06827], [0.16668, 1.00611, -3.09278], [-0.64339, 1.49369, -3.02710]], "atomic_forces_ev_per_a": [[0.77, 0.67, -3.55], [-1.50, -1.52, -0.06], [-0.39, -0.67, 0.93], [2.08, 0.51, 3.33], [1.20, 2.07, -1.40], [-1.54, -0.89, -1.03], [-0.36, 0.57, 0.88], [0.29, -0.03, 0.75], [1.27, 0.58, 1.18], [0.67, -0.65, -0.34], [-0.27, 0.69, -0.56], [-0.59, -0.27, -1.39], [0.19, 0.36, -0.50], [-1.88, -1.53, 1.79], [-0.77, 0.60, 0.29], [1.05, -0.43, -1.03], [-0.24, -0.06, 0.72]], "mulliken_charge": [-0.69, 0.54, -1.25, 0.15, -0.46, -0.53, 0.20, 0.24, 0.21, 0.34, 0.32, 0.33, 0.26, 0.29, 0.36, 0.33, -0.66], "smiles": "C[C@H](N)C(N)=O.O", "e_lumo_ev": 0.722, "homo_lumo_gap_ev": 10.59, "de_lowest_ev": 1.748, "largest_force_ev_per_a": 4.0}

4.
{"formula": "C8H15ClI2N2OPPdS", "method": "ωB97M-V/def2-TZVPD", "species": ["I", "I", "Pd", "P", "C", "C", "H", "H", "H", "C", "H", "H", "H", "H", "H", "H", "C", "O", "Cl", "C", "N", "C", "C", "N", "C", "S", "H", "H", "H", "H", "H", "H"], "positions_angstrom": [[-0.57711, 1.64057, 2.68519], [0.23808, 0.01794, -2.35645], [-0.54177, 0.26798, 0.22383], [-1.90971, 2.11027, -0.48074], [-1.03199, 3.67555, -0.78597], [-2.82695, 1.82553, -2.02825], [-3.74581, 1.66860, 0.99308], [-3.92156, 3.25708, 0.15804], [-2.79695, 3.07558, 1.56263], [-3.23092, 2.58429, 0.68453], [-3.32941, 0.85550, -1.94412], [-3.56512, 2.63305, -2.13314], [-1.77305, 4.42254, -1.10605], [-0.28451, 3.53786, -1.57609], [-2.13546, 1.81356, -2.87729], [-0.54156, 4.01425, 0.13431], [1.05464, 1.37086, 0.15595], [2.00775, 2.00694, 0.12822], [-2.76768, -0.68263, 0.18481], [3.23280, -2.81704, 2.30552], [2.65545, -3.05240, 0.97724], [3.13481, -3.89691, -0.00368], [2.27659, -3.82364, -1.05759], [1.28523, -2.93030, -0.69752], [1.51354, -2.44111, 0.55248], [0.59361, -1.47621, 1.57659], [3.48757, -1.75821, 2.41138], [2.51383, -3.08528, 3.08559], [4.13261, -3.42351, 2.40479], [4.03468, -4.46826, 0.13415], [2.27425, -4.34402, -1.99991], [0.54413, -2.57843, -1.31151]], "atomic_forces_ev_per_a": [[-0.28, 0.21, 1.25], [0.05, -0.48, -1.59], [-2.13, 0.40, 0.25], [-1.65, 1.23, -0.64], [0.69, -0.52, 0.24], [0.45, -0.78, 0.15], [-0.13, 0.32, -0.03], [0.25, -0.10, 0.11], [-0.27, 0.12, -0.22], [0.45, -0.73, 0.43], [-0.07, 0.30, -0.18], [0.27, -0.15, 0.00], [0.09, -0.27, 0.09], [-0.12, 0.18, 0.10], [-0.26, 0.16, 0.01], [-0.08, 0.09, -0.22], [3.66, 2.34, 0.08], [-2.66, -1.75, 0.04], [1.42, 0.29, 0.09], [0.37, 0.02, 0.37], [0.73, -1.03, -0.66], [0.13, 1.05, 2.30], [-1.98, 1.07, -0.43], [0.49, -0.30, -1.01], [-0.07, -0.35, 0.38], [0.22, -0.41, -0.80], [0.03, -0.23, -0.10], [0.10, -0.10, -0.22], [-0.12, 0.06, 0.01], [0.14, -0.13, -0.03], [0.03, -0.03, -0.12], [0.25, -0.50, 0.35]], "mulliken_charge": [0.45, 0.30, -0.05, 0.88, -1.14, -1.15, 0.41, 0.46, 0.39, -1.16, 0.41, 0.46, 0.43, 0.39, 0.39, 0.37, 0.13, -0.11, -0.26, -0.81, 0.13, 0.11, -0.44, 0.13, 0.20, -0.06, 0.36, 0.38, 0.31, 0.47, 0.45, 0.15], "e_lumo_ev": [-11.846, -13.997], "multiplicity": 5, "homo_lumo_gap_ev": [7.00, 5.59], "charge": 3, "de_lowest_ev": 0.000, "largest_force_ev_per_a": 4.3}